# C23H72O13

A molecular structure, C23H72O13 (ωB97M-V/def2-TZVPD, OMol25).

The highest occupied orbital energy is -8.349 eV. For the gap between HOMO and LUMO, the calculation gives 8.65 eV. The total energy comes out at -1896.4321 a.u.

The geometry in ORCA input format:
```
! wB97M-V def2-TZVPD RIJCOSX def2/J DEFGRID3
* xyz 0 1
C -2.360 1.539 0.383
O -3.471 2.433 0.361
H -2.081 1.154 -0.598
H -1.444 2.075 0.632
H -2.528 0.738 1.102
H -4.218 2.006 0.786
C 0.808 2.883 0.501
O 1.024 2.078 1.669
H 1.535 2.675 -0.285
H -0.179 2.874 0.040
H 0.854 3.916 0.846
H 0.416 2.328 2.369
C 3.769 1.594 1.934
O 2.808 1.349 0.905
H 4.755 1.187 1.712
H 3.781 2.684 1.967
H 3.400 1.159 2.863
H 1.921 1.632 1.138
C 1.593 -0.157 3.204
O 0.872 -0.722 4.265
H 2.393 -0.860 2.974
H 0.868 -0.033 2.400
H 1.999 0.819 3.472
H 1.408 -0.851 5.052
C -3.622 -1.849 -1.100
O -4.857 -2.210 -0.412
H -2.977 -2.726 -1.163
H -3.764 -1.474 -2.113
H -3.101 -1.096 -0.508
H -4.612 -2.450 0.484
C -2.628 2.436 4.492
C -2.303 1.017 4.146
C -3.172 0.617 2.944
O -0.914 0.955 3.749
H -2.601 3.157 3.675
H -2.008 2.897 5.261
H -3.676 2.580 4.752
H -2.570 0.450 5.039
H -4.226 0.681 3.214
H -3.017 -0.456 2.831
H -3.034 1.119 1.986
H -0.784 0.057 3.433
C 3.448 3.272 -2.824
C 2.124 2.623 -3.318
C 1.382 1.869 -2.273
O 1.280 3.650 -3.795
H 3.305 3.894 -1.940
H 3.791 3.938 -3.616
H 4.105 2.443 -2.560
H 2.284 2.014 -4.208
H 1.004 2.543 -1.504
H 2.044 1.185 -1.741
H 0.584 1.226 -2.643
H 1.046 4.179 -3.029
C -0.002 -0.053 1.266
C -0.346 0.183 -0.198
C 0.746 -0.238 -1.211
O -1.490 -0.603 -0.517
H 0.921 0.474 1.510
H 0.085 -1.101 1.552
H -0.770 0.391 1.899
H -0.468 1.240 -0.431
H 1.006 -1.254 -0.913
H 1.696 0.243 -0.978
H 0.494 -0.189 -2.270
H -1.725 -0.357 -1.414
C 1.040 -2.928 2.971
C 0.759 -3.912 1.828
C 0.043 -3.218 0.633
O 1.993 -4.403 1.380
H 1.310 -3.580 3.801
H 0.111 -2.489 3.334
H 1.815 -2.188 2.770
H 0.104 -4.675 2.248
H 0.704 -2.532 0.104
H -0.927 -2.797 0.896
H -0.233 -4.014 -0.060
H 2.633 -4.190 2.063
C -1.408 0.220 -4.590
C -1.997 -0.329 -3.290
C -1.672 -1.796 -3.069
O -1.616 0.408 -2.148
H -1.866 -0.354 -5.396
H -0.325 0.106 -4.642
H -1.691 1.248 -4.816
H -3.086 -0.286 -3.301
H -2.325 -2.495 -3.592
H -1.860 -2.026 -2.020
H -0.654 -2.120 -3.285
H -1.678 1.332 -2.400
C 2.389 -2.347 -2.278
C 2.509 -1.532 -3.635
C 1.691 -0.239 -3.540
O 3.873 -1.070 -3.836
H 2.980 -3.252 -2.136
H 1.377 -2.685 -2.057
H 2.770 -1.741 -1.456
H 2.151 -2.144 -4.463
H 1.893 0.382 -4.413
H 1.894 0.306 -2.618
H 0.623 -0.453 -3.590
H 4.234 -1.634 -4.523
O -2.220 -1.143 1.279
H -1.599 -0.891 1.962
H -1.829 -0.818 0.468
O -1.043 -1.032 3.089
H -1.376 -1.358 3.925
H -0.092 -1.111 3.162
*
```

---

# C23H78N4O16

16 unconnected molecules or ions with the total composition C23H78N4O16 (ωB97M-V/def2-TZVPD, OMol25).

The highest occupied orbital energy is -8.794 eV. For the gap between HOMO and LUMO, the calculation gives 8.76 eV. The total energy comes out at -2345.6807 a.u.

The geometry in ORCA input format:
```
! wB97M-V def2-TZVPD RIJCOSX def2/J DEFGRID3
* xyz 0 1
C -0.829 -0.032 0.815
C 0.206 0.363 -0.189
O 0.985 -0.729 -0.529
H -1.628 0.744 0.833
H -0.315 -0.194 1.734
H -1.314 -0.962 0.593
H 0.846 1.123 0.178
H -0.258 0.674 -1.080
H 0.858 -0.977 -1.447
C -4.522 2.061 -1.082
C -4.476 2.126 0.424
O -5.740 1.817 0.900
H -3.578 2.256 -1.498
H -5.218 2.749 -1.466
H -4.885 1.067 -1.442
H -4.274 3.102 0.643
H -3.706 1.438 0.808
H -6.402 2.270 0.386
C 3.263 -1.635 -2.627
C 3.609 -2.962 -1.949
O 3.985 -3.919 -2.929
H 2.924 -0.892 -1.894
H 2.625 -1.753 -3.489
H 4.142 -1.090 -3.131
H 2.789 -3.295 -1.274
H 4.451 -2.920 -1.319
H 4.778 -4.470 -2.645
C -3.367 -0.394 2.919
C -4.076 -1.200 1.829
O -5.365 -0.686 1.667
H -3.730 -0.562 3.900
H -3.260 0.665 2.703
H -2.416 -0.905 2.938
H -4.251 -2.245 2.155
H -3.622 -1.260 0.866
H -5.266 0.292 1.536
C -2.875 -0.840 -2.138
C -2.817 -1.949 -3.189
O -2.021 -2.988 -2.665
H -3.398 -1.166 -1.283
H -3.271 -0.011 -2.579
H -1.886 -0.618 -1.799
H -2.460 -1.482 -4.105
H -3.793 -2.360 -3.453
H -1.109 -2.648 -2.821
C 0.077 -4.694 -1.466
C 0.932 -5.835 -1.000
O 1.927 -5.953 -1.937
H -0.784 -4.569 -0.948
H -0.277 -4.856 -2.457
H 0.580 -3.765 -1.479
H 0.235 -6.689 -0.946
H 1.391 -5.704 -0.057
H 2.343 -6.843 -1.837
C -0.964 1.945 3.714
C -1.486 2.942 2.686
O -2.704 3.359 3.284
H -0.119 1.419 3.282
H -1.585 1.179 4.137
H -0.517 2.511 4.512
H -1.736 2.517 1.689
H -0.859 3.811 2.538
H -2.500 3.587 4.190
C 2.050 4.869 -0.520
O 1.248 5.939 -0.464
N 3.325 5.014 -0.683
N 1.645 3.635 -0.381
H 3.643 6.026 -0.824
H 3.938 4.196 -0.744
H 0.667 3.552 -0.271
H 2.209 2.791 -0.360
C 0.680 -2.252 4.736
O -0.346 -1.432 4.334
N 0.443 -3.254 5.646
N 1.858 -2.256 4.213
H -0.411 -3.123 6.207
H 1.216 -3.893 5.918
H 2.087 -1.647 3.369
H 2.575 -2.629 4.841
C 0.710 -3.481 1.345
O 1.427 -4.137 2.354
H 1.313 -3.323 0.520
H 0.303 -2.567 1.737
H -0.104 -4.144 1.031
H 1.592 -3.536 3.095
C 0.195 -0.659 -3.937
O 0.348 -1.784 -2.979
H -0.123 0.304 -3.480
H -0.474 -0.996 -4.758
H 1.138 -0.560 -4.468
H 0.876 -2.510 -3.412
C -0.164 2.922 -3.424
O -1.404 2.375 -3.016
H -0.270 3.920 -3.821
H 0.290 2.295 -4.218
H 0.592 2.920 -2.581
H -1.947 2.261 -3.825
C -1.565 4.641 -0.438
O -0.962 3.420 -0.557
H -1.433 5.198 -1.395
H -1.189 5.187 0.423
H -2.667 4.532 -0.451
H -1.208 3.100 -1.454
C 2.466 2.348 2.699
O 3.187 3.408 3.348
H 1.522 2.787 2.270
H 2.157 1.606 3.428
H 3.029 1.883 1.884
H 3.420 4.075 2.699
C 3.436 -1.251 1.349
O 2.169 -0.828 1.902
H 3.739 -2.200 1.767
H 4.244 -0.547 1.614
H 3.326 -1.305 0.281
H 1.540 -0.680 1.151
C 3.276 1.809 -2.540
O 3.266 1.413 -1.208
H 4.225 1.629 -3.032
H 3.195 2.909 -2.560
H 2.493 1.349 -2.973
H 3.928 0.713 -1.098
*
```

---

# C23H92N46O23

23 unconnected molecules or ions with the total composition C23H92N46O23 (ωB97M-V/def2-TZVPD, OMol25).

The highest occupied orbital energy is -9.344 eV. For the gap between HOMO and LUMO, the calculation gives 9.72 eV. The total energy comes out at -5181.9774 a.u.

The geometry in ORCA input format:
```
! wB97M-V def2-TZVPD RIJCOSX def2/J DEFGRID3
* xyz 0 1
C -5.205 -0.662 -4.117
O -5.401 -1.656 -4.845
N -6.290 0.021 -3.543
N -3.996 -0.279 -3.666
H -6.204 0.918 -3.138
H -7.124 -0.201 -4.092
H -3.816 0.722 -3.289
H -3.276 -0.751 -4.194
C -2.277 -3.042 -5.900
O -1.114 -3.497 -5.992
N -3.173 -3.665 -5.093
N -2.708 -1.872 -6.418
H -4.099 -3.279 -5.016
H -2.938 -4.558 -4.725
H -2.094 -1.479 -7.074
H -3.658 -1.638 -6.337
C 1.867 -1.190 -6.350
O 2.664 -0.244 -6.315
N 1.685 -1.913 -5.204
N 0.952 -1.440 -7.403
H 2.388 -1.667 -4.524
H 1.205 -2.815 -5.113
H 0.123 -2.006 -7.277
H 1.239 -0.972 -8.286
C -1.452 1.486 -3.940
O -2.347 2.299 -3.908
N -0.700 1.124 -2.895
N -1.281 0.755 -5.077
H -0.114 0.353 -2.998
H -0.647 1.682 -2.011
H -1.818 1.129 -5.870
H -0.412 0.284 -5.267
C -4.817 1.733 -6.791
O -3.891 1.013 -7.196
N -5.970 1.986 -7.584
N -4.786 2.276 -5.558
H -5.904 1.952 -8.575
H -6.370 2.825 -7.301
H -5.457 2.957 -5.240
H -3.981 2.203 -4.974
C 0.079 1.107 5.240
O -0.395 0.742 6.313
N 0.308 0.210 4.239
N 0.351 2.443 5.008
H -0.270 -0.595 4.347
H 0.545 0.564 3.298
H 0.221 3.090 5.819
H -0.025 2.754 4.132
C 4.322 -1.934 0.078
O 3.292 -1.980 0.781
N 4.256 -1.618 -1.288
N 5.595 -2.010 0.638
H 3.411 -2.009 -1.630
H 4.945 -2.189 -1.822
H 6.469 -2.171 0.042
H 5.633 -1.881 1.614
C 2.626 1.531 -3.361
O 2.154 2.132 -2.399
N 3.312 0.350 -3.269
N 2.524 1.961 -4.669
H 3.418 -0.264 -2.474
H 3.713 0.104 -4.154
H 2.681 1.260 -5.438
H 1.742 2.557 -4.945
C 0.270 -0.704 0.054
O -0.801 -0.179 -0.312
N 1.438 -0.440 -0.698
N 0.488 -1.478 1.157
H 2.231 -0.756 -0.154
H 1.592 0.480 -1.054
H 1.391 -1.947 1.132
H -0.338 -1.872 1.611
C 0.408 -4.224 -2.158
O 1.435 -3.954 -2.782
N 0.447 -4.380 -0.814
N -0.753 -4.373 -2.827
H -0.341 -4.569 -0.207
H 1.365 -4.435 -0.414
H -1.560 -4.632 -2.331
H -0.774 -4.274 -3.819
C 2.741 -5.703 2.470
O 3.132 -5.890 1.347
N 2.313 -6.688 3.315
N 2.658 -4.449 2.985
H 2.812 -7.536 3.038
H 2.552 -6.494 4.299
H 3.005 -3.655 2.461
H 2.294 -4.356 3.923
C 8.226 -2.000 -2.152
O 7.644 -2.535 -1.177
N 7.863 -2.269 -3.415
N 9.103 -0.915 -2.105
H 8.499 -2.063 -4.129
H 6.982 -2.710 -3.644
H 8.832 -0.184 -2.766
H 9.242 -0.678 -1.124
C -1.360 6.404 4.161
O -0.393 6.803 4.800
N -1.514 5.104 3.632
N -2.365 7.265 3.827
H -0.678 4.663 3.300
H -2.332 4.761 3.188
H -3.136 6.766 3.387
H -2.587 7.831 4.629
C -5.063 2.943 -1.829
O -5.580 2.567 -2.875
N -5.791 2.873 -0.684
N -3.825 3.562 -1.762
H -6.788 2.772 -0.629
H -5.289 3.289 0.103
H -3.210 3.275 -2.554
H -3.254 3.538 -0.942
C 2.277 4.794 6.362
O 3.133 3.975 6.685
N 0.990 4.795 6.824
N 2.446 5.655 5.398
H 0.780 4.334 7.738
H 0.431 5.566 6.497
H 1.577 6.045 5.041
H 3.376 5.592 4.934
C -1.842 -3.042 3.894
O -1.568 -1.932 3.370
N -2.974 -3.661 3.433
N -1.106 -3.347 4.950
H -3.217 -4.576 3.666
H -3.314 -3.272 2.555
H -1.308 -4.244 5.380
H -0.506 -2.621 5.306
C 5.368 -4.640 -2.309
O 5.571 -3.753 -3.129
N 4.153 -5.046 -1.966
N 6.342 -5.506 -1.838
H 3.347 -4.531 -2.354
H 4.138 -5.666 -1.150
H 6.000 -5.936 -1.041
H 7.258 -5.074 -1.690
C -5.183 4.826 2.831
O -5.307 4.813 1.636
N -4.791 3.783 3.597
N -5.401 5.979 3.457
H -4.579 3.822 4.567
H -4.449 2.929 3.114
H -5.714 5.952 4.436
H -5.669 6.749 2.902
C -3.869 -2.836 -0.160
O -3.350 -3.730 0.505
N -5.188 -2.437 0.142
N -3.218 -2.146 -1.147
H -5.550 -1.572 -0.221
H -5.424 -2.579 1.114
H -3.671 -1.676 -1.963
H -2.341 -2.561 -1.383
C 0.812 3.687 0.319
O 0.187 4.226 1.195
N 2.058 3.136 0.468
N 0.175 3.529 -0.901
H 2.571 2.771 -0.371
H 2.563 3.339 1.318
H -0.499 4.280 -0.967
H 0.722 3.252 -1.722
C 0.438 -2.672 7.487
O 0.647 -3.790 7.882
N -0.713 -1.942 7.721
N 1.271 -2.091 6.491
H -1.507 -2.481 8.087
H -0.901 -1.026 7.405
H 2.203 -2.375 6.787
H 1.122 -1.101 6.417
C -2.478 1.541 1.960
O -2.596 2.099 3.088
N -2.094 2.164 0.774
N -2.865 0.219 1.764
H -1.865 1.432 0.097
H -1.499 3.013 0.869
H -2.746 -0.474 2.472
H -2.485 -0.152 0.928
C 5.036 1.869 4.492
O 5.493 0.986 3.782
N 5.457 3.175 4.244
N 4.139 1.790 5.458
H 5.233 3.917 4.891
H 6.414 3.195 3.874
H 3.733 2.590 5.984
H 3.381 1.068 5.259
*
```

---

# C24H12Cl4MnN5O2

A molecular structure, C24H12Cl4MnN5O2 (ωB97M-V/def2-TZVPD, OMol25).

The highest occupied orbital energy (alpha / beta) is -10.770 / -11.695 eV. For the gap between HOMO and LUMO (alpha / beta), the calculation gives 5.11 / 6.92 eV. The total energy comes out at -4337.4093 a.u.

The geometry in ORCA input format:
```
! wB97M-V def2-TZVPD RIJCOSX def2/J DEFGRID3
* xyz 1 2
Mn 0.868 0.000 -0.871
C -3.400 0.000 -3.508
C -4.103 0.000 -2.203
C -3.268 0.000 -0.169
C -1.724 0.000 -0.079
N -1.383 0.000 -2.272
C -2.076 0.000 -3.509
N -1.352 0.000 1.260
C -0.143 0.001 1.699
N 0.984 0.000 0.907
C 2.125 0.000 1.671
N 3.333 0.000 1.240
C 3.663 0.001 -0.096
C 5.036 -0.001 -0.390
C 5.475 -0.002 -1.687
C 4.537 -0.001 -2.726
C 3.213 0.000 -2.399
N 2.766 0.001 -1.119
C 1.697 0.002 3.083
C 2.430 0.004 4.250
C 1.721 0.002 5.449
C 0.329 -0.002 5.465
C -0.406 -0.004 4.284
C 0.301 -0.001 3.099
H -3.970 0.000 -4.427
H -5.183 0.000 -2.318
H -3.709 0.000 0.823
H -1.483 0.000 -4.415
H 5.715 -0.002 0.450
H 6.534 -0.002 -1.907
H 4.839 -0.001 -3.762
H 2.446 0.001 -3.165
H 3.511 0.005 4.227
H 2.261 0.002 6.386
H -0.189 -0.003 6.415
H -1.488 -0.005 4.289
Cl -5.094 -2.072 -0.626
C -3.703 -1.118 -1.136
C -3.703 1.119 -1.136
Cl -5.094 2.073 -0.627
C -2.462 1.937 -1.333
Cl -2.397 3.591 -1.286
C -1.273 1.111 -1.322
O -0.024 1.601 -1.284
C -1.273 -1.110 -1.322
O -0.024 -1.600 -1.283
C -2.462 -1.936 -1.333
Cl -2.396 -3.591 -1.285
*
```